Model one:
ORCA calculation (the ωB97M-V functional and the def2-TZVPD basis) on an isolated molecule of C4H9NO2.

Output
frontier orbital gap = 10.324 eV
HOMO = -9.5 eV
SMILES = CN[C@H](C)C(=O)O

```
! RIJCOSX wB97M-V def2-TZVPD def2/J DEFGRID3
* xyz 0 1
C -0.031 1.871 -1.120
N -0.499 0.475 -1.104
C 0.016 -1.808 -0.333
C 0.290 -0.281 -0.141
C -0.090 -0.009 1.322
O 0.881 -0.570 2.106
O -1.167 0.264 1.761
H 0.852 2.000 -1.737
H 0.177 2.259 -0.103
H -0.827 2.520 -1.477
H -1.428 0.531 -0.693
H -0.157 -1.856 -1.409
H 0.866 -2.445 -0.097
H -0.797 -2.162 0.298
H 1.364 -0.220 -0.294
H 0.551 -0.569 3.019
*
```


Model two:
ORCA calculation (the ωB97M-V functional and the def2-TZVPD basis) on a cluster of 2 separate species, C4H9NO2 in total.

Output
frontier orbital gap = 9.541 eV
HOMO = -8.6 eV

```
! RIJCOSX wB97M-V def2-TZVPD def2/J DEFGRID3
* xyz 0 1
C -2.396 0.474 -0.378
N -1.750 -0.693 0.209
C -1.170 -0.498 1.364
C 0.817 -0.145 0.438
O 0.513 -0.654 -0.692
O 2.052 0.289 0.551
C 2.921 0.198 -0.593
H -2.481 1.318 0.325
H -3.405 0.214 -0.715
H -1.831 0.818 -1.256
H -0.562 -0.914 -0.523
H -0.775 -1.354 1.907
H -1.348 0.405 1.958
H 3.827 0.737 -0.317
H 2.447 0.653 -1.464
H 3.140 -0.848 -0.815
*
```


The structure with the greatest stability is model one.


Model one:
ORCA calculation (the ωB97M-V functional and the def2-TZVPD basis) on a structure of composition C4H9NO2.

Output
frontier orbital gap = 10.029 eV
HOMO = -9.5 eV

```
! RIJCOSX wB97M-V def2-TZVPD def2/J DEFGRID3
* xyz 0 1
N -1.888 -0.591 -0.212
C -1.302 -0.113 -1.343
O -1.902 0.056 -2.391
C 0.184 0.221 -1.232
C 0.646 0.839 0.093
C 1.229 -0.144 1.062
O 0.330 -1.087 1.617
H -2.837 -0.920 -0.304
H -1.320 -0.906 0.570
H 0.751 -0.697 -1.447
H 0.387 0.911 -2.052
H 1.450 1.563 -0.076
H -0.185 1.367 0.579
H 2.169 -0.609 0.770
H 1.549 0.512 2.032
H 0.739 -0.403 2.334
*
```


Model two:
ORCA calculation (the ωB97M-V functional and the def2-TZVPD basis) on an isolated molecule of C4H9NO2.

Output
frontier orbital gap = 10.628 eV
HOMO = -9.8 eV
SMILES = C[C@@H](O)CNC=O

```
! RIJCOSX wB97M-V def2-TZVPD def2/J DEFGRID3
* xyz 0 1
C 1.885 -0.221 -1.031
C 0.624 0.490 -0.532
O -0.416 0.383 -1.480
C 0.210 -0.053 0.847
N -1.114 0.375 1.263
C -2.225 -0.238 0.793
O -2.218 -1.217 0.062
H 2.568 -0.513 -0.224
H 2.439 0.402 -1.740
H 1.561 -1.123 -1.558
H 0.813 1.568 -0.434
H -0.891 -0.448 -1.312
H 0.210 -1.150 0.837
H 0.937 0.273 1.601
H -1.221 1.250 1.754
H -3.162 0.220 1.154
*
```


Model three:
ORCA calculation (the ωB97M-V functional and the def2-TZVPD basis) on an isolated molecule of C4H9NO2.

Output
frontier orbital gap = 10.399 eV
HOMO = -9.5 eV
SMILES = OC[C@@H]1C[C@H](O)N1

```
! RIJCOSX wB97M-V def2-TZVPD def2/J DEFGRID3
* xyz 0 1
C -0.559 1.129 -0.618
C -0.278 0.325 0.660
C -1.073 -0.960 0.849
O -0.420 -1.822 1.748
N 1.083 -0.031 0.276
C 1.118 0.648 -0.988
O 1.218 -0.080 -2.152
H -0.691 2.207 -0.490
H -1.525 0.803 -1.104
H 0.351 -0.487 -2.185
H -0.298 0.893 1.590
H -2.053 -0.738 1.275
H -1.227 -1.442 -0.134
H 0.468 -1.958 1.381
H 1.814 0.287 0.896
H 2.071 1.226 -1.005
*
```


Model four:
ORCA calculation (the ωB97M-V functional and the def2-TZVPD basis) on a cluster of 2 separate species, C4H9NO2 in total.

Output
frontier orbital gap = 10.300 eV
HOMO = -9.6 eV
SMILES = CC(N)=O.CC=O

```
! RIJCOSX wB97M-V def2-TZVPD def2/J DEFGRID3
* xyz 0 1
N 1.369 0.540 1.289
C 1.556 -0.756 0.925
O 2.028 -1.606 1.660
C 1.123 -1.046 -0.498
C -1.903 0.112 -0.171
C -1.303 1.184 -1.014
O -0.439 1.963 -0.656
H 1.696 0.836 2.194
H 0.871 1.185 0.688
H 1.971 -1.448 -1.047
H 0.381 -1.852 -0.461
H -2.126 -0.815 -0.711
H -1.357 -0.087 0.755
H -1.809 1.322 -1.989
H -2.858 0.601 0.053
H 0.801 -0.132 -1.018
*
```


The structure with the greatest stability is model two.


Model one:
ORCA calculation (the ωB97M-V functional and the def2-TZVPD basis) on an isolated molecule of C4H9NO2.

Output
frontier orbital gap = 11.345 eV
HOMO = -10.4 eV
SMILES = CCCOC(N)=O

```
! RIJCOSX wB97M-V def2-TZVPD def2/J DEFGRID3
* xyz 0 1
C -2.456 0.023 -0.239
C -0.987 0.428 -0.201
C -0.216 -0.242 0.927
O 1.164 0.143 0.870
C 1.866 -0.422 -0.137
O 1.475 -1.340 -0.826
N 3.088 0.175 -0.251
H -2.984 0.307 0.678
H -2.959 0.509 -1.081
H -2.558 -1.060 -0.372
H -0.510 0.144 -1.145
H -0.888 1.515 -0.085
H -0.552 0.096 1.912
H -0.298 -1.332 0.867
H 3.594 -0.019 -1.101
H 3.222 1.074 0.184
*
```


Model two:
ORCA calculation (the ωB97M-V functional and the def2-TZVPD basis) on an isolated molecule of C4H9NO2.

Output
frontier orbital gap = 9.494 eV
HOMO = -8.7 eV
SMILES = NCCCC(=O)O

```
! RIJCOSX wB97M-V def2-TZVPD def2/J DEFGRID3
* xyz 0 1
O -0.904 2.335 -0.549
C -1.054 1.149 -0.420
O -1.456 0.350 -1.446
C -0.837 0.409 0.871
C -0.266 -1.005 0.681
C 1.070 -1.034 -0.175
N 1.804 0.219 -0.137
H -1.851 0.977 -2.068
H -1.807 0.319 1.351
H -0.164 0.969 1.517
H -1.021 -1.567 0.143
H 0.152 -1.418 1.591
H 0.802 -1.283 -1.200
H 1.701 -1.813 0.254
H 1.522 0.896 0.535
H 2.307 0.496 -0.949
*
```


The structure with the greatest stability is model one.